1.
14
Properties=species:S:1:pos:R:3:forces:R:3:mulliken_charge:R:1 method="wB97M-V/def2-TZVPD" homo_lumo_gap_ha=0.252 charge=+2 lumo_ev=-9.74 e_homo_ev=-16.6 e_above_lowest_kcal_mol=0.00
H -0.53963 2.77980 1.06446 0.116 -0.315 -0.084 -0.169
O -3.09537 0.80685 0.17158 0.383 -0.156 0.163 -0.449
C -2.00590 0.28836 -0.42916 -0.069 0.044 0.046 -0.572
C -1.74247 -1.02754 -0.38914 -0.325 0.492 -0.037 -0.228
C -0.52627 -1.60703 -1.07750 -0.413 0.000 0.567 -0.491
C 0.42117 -1.76830 0.05578 0.276 -1.428 -0.606 0.243
O 0.76015 -0.86440 0.82084 0.421 0.642 0.208 -0.550
La 0.56623 1.24499 1.81718 -0.368 -0.056 0.021 1.808
H -3.15490 1.75449 0.01826 -0.193 0.162 -0.142 0.363
H -1.37582 0.98209 -0.99511 -0.203 -0.101 -0.119 0.569
H -2.40823 -1.69834 0.15723 0.092 0.138 -0.256 0.418
H -0.11830 -0.93303 -1.84129 -0.013 -0.064 0.105 0.322
H -0.75227 -2.58863 -1.51516 0.212 0.350 0.020 0.326
H 0.79534 -2.78577 0.26427 0.084 0.292 0.113 0.411

---

2.
69
Properties=species:S:1:pos:R:3:forces:R:3:mulliken_charge:R:1 method="wB97M-V/def2-TZVPD" homo_lumo_gap_ha=0.211 charge=-1 lumo_ev=1.07 e_homo_ev=-4.7
C 0.86284 2.17436 1.39599 -0.147 0.421 0.500 0.393
C 2.02056 3.37327 1.25531 -0.680 -0.105 1.045 -0.510
C 3.53538 2.77443 1.07035 0.170 0.451 0.544 -0.430
C 4.23540 3.08732 -0.37940 0.053 -0.202 0.109 -0.751
C 3.48870 2.40818 -1.67134 0.384 0.378 -0.906 -0.396
C 3.98647 0.89209 -2.04700 -0.929 -0.507 -0.220 -0.666
C 3.94894 -0.18114 -0.80844 0.213 0.866 0.030 0.478
C 3.94940 -1.74794 -1.33449 0.696 -0.670 0.638 -0.648
C 2.61072 -2.60108 -0.91679 -0.565 0.036 0.680 -0.641
C 1.18961 -1.77752 -1.12868 -0.003 -0.186 1.081 0.368
C -0.14259 -2.75841 -1.02965 -0.123 0.119 -0.446 0.101
C -1.43709 -2.00985 -0.28922 1.257 0.164 -0.113 0.143
C -1.56195 -0.42521 -0.68941 -0.954 0.682 -0.363 0.263
C -2.91791 0.31758 -0.05904 1.040 -0.465 0.112 -0.545
In -3.10616 2.27341 -1.27412 0.161 -0.256 0.352 1.213
N -2.94371 1.63099 -3.35158 -1.130 -0.155 0.281 -0.703
F -4.95460 3.27333 -0.91280 0.935 -0.524 -0.224 -0.773
H 1.15504 1.22062 0.78129 -0.635 1.881 1.017 -0.648
H 0.76079 1.85643 2.53718 0.443 0.573 -2.475 0.042
H -0.21690 2.56741 1.08723 2.418 -0.895 0.408 0.235
H 1.70665 4.17262 0.44622 0.786 -1.792 1.443 0.280
H 1.99167 3.93775 2.30662 0.078 -1.051 -2.335 0.240
H 3.50379 1.62591 1.33329 0.158 2.268 -0.747 0.216
H 4.21326 3.27511 1.90905 -1.292 -1.039 -1.798 0.335
H 4.32593 4.26721 -0.53036 -0.379 -2.551 0.375 0.331
H 5.34138 2.67845 -0.35216 -2.092 0.781 -0.056 0.283
H 3.76759 3.09010 -2.61074 -0.652 -1.472 1.934 0.287
H 2.30816 2.42025 -1.61940 2.413 0.007 0.244 0.178
H 3.22198 0.48454 -2.86501 1.669 0.882 1.603 0.177
H 5.05179 0.88054 -2.53130 -1.913 0.150 0.924 0.293
H 3.01275 0.08876 -0.13332 1.869 -0.876 -1.513 -0.594
H 4.90429 0.05719 -0.13377 -2.029 -0.759 -1.382 0.402
H 4.86829 -2.27967 -0.79008 -1.922 1.028 -1.239 0.237
H 4.17564 -1.85515 -2.49425 -0.654 0.537 2.348 0.275
H 2.54773 -3.67147 -1.42748 0.323 2.349 0.773 0.237
H 2.67897 -2.82822 0.25318 -0.130 0.481 -2.449 0.253
H 1.18199 -1.14375 -2.12253 0.009 -1.297 1.997 0.208
H 1.11510 -1.03700 -0.19719 0.164 -1.415 -2.192 -0.383
H 0.12693 -3.77903 -0.47219 -0.523 2.229 -1.083 0.298
H -0.47447 -3.04745 -2.11963 0.788 0.571 2.234 -0.528
H -1.22780 -2.08748 0.86590 -0.704 0.161 -2.085 0.153
H -2.41204 -2.59465 -0.57934 1.824 1.230 0.693 -0.222
H -0.65374 0.24057 -0.31247 -1.766 -1.681 -0.786 -0.474
H -1.61286 -0.26819 -1.87157 0.295 -0.654 2.392 0.266
H -3.88579 -0.33560 -0.16106 1.989 1.097 0.602 0.139
H -2.64029 0.61862 1.03859 -0.902 -0.836 -1.892 -0.057
H -1.67792 3.36400 -0.92460 -0.629 -0.196 -0.078 -0.386
H -3.34994 2.39527 -3.94599 0.171 -1.320 0.559 0.174
H -3.54877 0.75894 -3.40654 0.735 1.682 -0.418 -0.033
C -5.87091 -2.98019 -2.05427 -0.144 0.365 0.033 -0.323
Br -5.19919 -3.74562 -0.39676 -0.147 0.137 -0.413 -0.068
Br -4.92869 -1.34658 -2.53135 -0.302 -0.628 0.081 0.075
Br -5.85751 -4.27420 -3.50672 0.051 0.200 0.289 -0.061
H -6.91668 -2.70667 -1.87939 0.483 -0.170 -0.082 0.381
C -2.04140 0.72980 4.68345 -0.162 0.050 0.182 0.317
Br -3.67162 0.22093 3.75186 0.479 0.143 0.320 0.037
Br -0.60193 -0.54057 4.37008 -0.321 0.293 0.006 -0.046
Br -1.50452 2.55109 4.26045 -0.209 -0.456 0.099 0.003
H -2.26394 0.70283 5.75525 0.145 0.026 -0.513 -0.321
C 0.35704 -4.15550 -5.38582 -0.174 0.007 -0.200 -0.381
Br -1.33072 -3.95716 -4.43897 0.378 -0.099 -0.428 0.002
Br 1.25487 -2.44726 -5.63059 -0.222 -0.430 0.156 0.003
Br 1.51488 -5.46648 -4.53435 -0.241 0.319 -0.133 -0.033
H 0.12053 -4.53833 -6.38409 0.134 0.173 0.479 0.339
C -3.31351 1.26538 9.09437 -0.213 0.113 0.129 -0.342
Br -3.90292 -0.08209 7.82106 0.163 0.327 0.325 -0.017
Br -1.96484 0.57022 10.31172 -0.287 0.153 -0.327 -0.019
Br -2.71790 2.88990 8.20530 -0.106 -0.502 0.160 -0.010
H -4.18424 1.53406 9.70155 0.410 -0.140 -0.283 0.356

---

3.
13
Properties=species:S:1:pos:R:3:forces:R:3:mulliken_charge:R:1 method="wB97M-V/def2-TZVPD" homo_lumo_gap_ha=0.394 smiles="O=C1COC=N1.N" charge=0 lumo_ev=0.61 e_homo_ev=-10.1 e_above_lowest_kcal_mol=36.38
O -1.34340 1.18659 0.59976 0.637 -0.186 0.131 -0.590
C -0.21283 0.78866 0.74914 -0.584 0.115 -0.053 0.564
C 0.22651 -0.66300 0.89689 -0.142 -0.025 -0.015 -0.098
O 1.64565 -0.55386 1.09275 0.070 0.052 -0.064 -0.340
C 1.90867 0.74925 0.96862 0.100 0.106 -0.010 0.083
N 0.95615 1.58438 0.77636 0.104 -0.196 0.055 -0.566
H 0.01686 -1.19225 -0.04005 0.027 0.080 0.215 0.325
H -0.22356 -1.17339 1.75089 0.047 0.124 -0.108 0.255
H 2.96320 1.00522 1.03620 -0.179 -0.001 0.029 0.388
N -1.42682 -0.65914 -1.77161 -0.171 0.009 -0.232 -0.692
H -1.98198 -0.02594 -1.19711 0.105 -0.130 -0.109 0.249
H -2.05173 -1.36110 -2.15424 0.001 0.042 0.070 0.220
H -1.09214 -0.12220 -2.56594 -0.015 0.012 0.090 0.201

---

4.
89
Properties=species:S:1:pos:R:3:forces:R:3:mulliken_charge:R:1 method="wB97M-V/def2-TZVPD" homo_lumo_gap_ha="0.156 / 0.155" charge=-2 lumo_ev="1.57 / 1.53" e_homo_ev="-2.7 / -2.7" e_above_lowest_kcal_mol=24.71
Cs -1.26310 -1.06599 0.52327 -0.073 -0.104 0.855 1.020
O 1.90361 -5.17337 6.41984 -0.139 -0.108 -0.259 -0.565
C 1.71587 -5.26820 4.99975 -0.035 0.086 0.176 -1.200
C 0.39488 -4.68431 4.48638 0.058 0.037 0.071 2.295
C -0.75696 -5.61598 4.89418 0.019 -0.088 -0.080 -1.185
O -0.82331 -6.78043 4.09024 0.000 0.082 -0.024 -0.598
C 0.06178 -3.31644 5.08337 0.046 -0.004 -0.039 -1.636
Se 1.53817 -2.04033 5.10032 -0.005 -0.019 0.029 -0.129
C 0.51866 -4.55944 2.95844 -0.093 0.226 -0.058 -1.611
Se -1.17160 -4.25459 1.98307 0.048 -0.213 0.198 -0.664
H 2.04738 -4.23980 6.61244 0.057 0.065 -0.045 0.325
H 1.72052 -6.32878 4.75403 0.036 -0.077 0.023 0.520
H 2.55175 -4.79498 4.47676 0.065 0.031 0.023 0.385
H -1.69750 -5.06279 4.83715 -0.061 0.018 -0.023 0.378
H -0.59603 -5.93480 5.92809 -0.029 -0.027 -0.016 0.495
H -1.11217 -6.45510 3.21251 -0.009 -0.027 0.112 0.298
H -0.25527 -3.40272 6.12951 0.078 0.020 -0.023 0.466
H -0.74919 -2.87986 4.50499 -0.106 0.000 -0.010 0.564
H 0.97766 -5.46013 2.55494 0.055 -0.056 0.028 0.396
H 1.20098 -3.72588 2.74527 0.037 -0.058 0.004 0.467
C 4.51374 2.26124 1.14005 -0.024 -0.078 -0.069 -1.465
P 3.11220 1.05638 1.08831 0.022 0.100 -0.006 0.390
C 3.82831 -0.26994 0.04276 -0.060 0.050 -0.055 0.461
C 2.94858 -1.02282 -0.73637 0.108 0.021 -0.042 -0.402
C 3.39628 -2.08661 -1.50311 -0.004 0.032 0.035 -0.564
C 4.74595 -2.42319 -1.49201 0.001 0.037 0.041 -0.610
C 5.63208 -1.68632 -0.71802 -0.045 0.033 0.033 -0.494
C 5.17774 -0.61236 0.04398 0.024 -0.065 0.012 -0.455
C 2.00309 1.89000 -0.11964 0.001 -0.026 -0.015 -0.161
C 0.78505 2.37528 0.35762 0.094 0.011 0.009 -0.137
C -0.13162 2.97805 -0.49862 0.108 0.031 0.041 -0.122
C 0.17189 3.10369 -1.84584 0.003 -0.008 0.002 -0.669
C 1.39024 2.63784 -2.33216 -0.023 -0.026 0.043 -0.704
C 2.29989 2.03266 -1.47671 -0.021 0.026 0.023 0.091
H 5.28114 1.92362 1.83985 -0.035 0.010 -0.041 0.417
H 4.11836 3.21071 1.50211 0.012 0.001 0.001 0.390
H 4.95482 2.40661 0.15164 0.017 0.035 0.036 0.393
H 1.90882 -0.72882 -0.77607 -0.101 -0.169 -0.039 0.445
H 2.69186 -2.64226 -2.11135 0.043 0.016 0.029 0.409
H 5.10346 -3.25340 -2.08878 -0.014 0.020 0.008 0.380
H 6.68559 -1.94533 -0.70488 -0.048 0.023 -0.008 0.358
H 5.88645 -0.04682 0.63969 -0.024 -0.022 -0.027 0.259
H 0.54419 2.25097 1.40899 0.142 0.054 -0.278 0.112
H -1.08785 3.31739 -0.11756 0.135 0.023 -0.096 0.358
H -0.54903 3.54688 -2.52387 0.030 -0.030 0.047 0.424
H 1.62217 2.72800 -3.38732 -0.007 -0.003 0.020 0.415
H 3.23240 1.64247 -1.87017 -0.018 0.005 -0.001 0.391
N -3.94498 4.78009 3.40061 0.145 0.082 0.046 -0.408
C -2.81054 4.64617 2.65177 -0.087 -0.013 -0.108 0.172
O -2.56266 5.35835 1.70000 0.011 -0.071 0.109 -0.629
C -1.89482 3.55307 3.12563 -0.034 0.041 0.036 0.248
C -1.15457 3.69095 4.29067 0.059 0.062 -0.002 -0.237
C -0.31947 2.65682 4.68085 -0.023 0.057 0.030 -0.730
C -0.28394 1.50862 3.90462 -0.184 -0.091 -0.053 -0.378
N -1.00397 1.36432 2.79077 -0.036 -0.019 0.093 0.165
C -1.78160 2.37401 2.39938 0.004 -0.075 0.157 -0.404
H -4.65301 5.41169 3.06788 -0.019 0.001 -0.068 0.251
H -4.21433 4.05084 4.03511 -0.025 -0.095 -0.012 0.230
H -1.21360 4.60740 4.86815 -0.027 -0.042 0.003 0.419
H 0.28771 2.73400 5.57400 -0.014 -0.022 -0.035 0.428
H 0.33325 0.66249 4.19115 0.003 0.035 -0.045 0.344
H -2.32759 2.22940 1.47052 0.040 -0.036 0.106 0.572
F -2.32255 -0.06995 -3.70941 -0.103 -0.097 0.345 -0.328
C -1.80735 0.28380 -4.87773 0.180 -0.014 -0.210 0.547
C -2.47652 1.20234 -5.62525 0.217 -0.043 -0.198 0.243
F -3.60099 1.70711 -5.13771 -0.286 0.150 0.132 -0.320
C -2.03312 1.63028 -6.90694 -0.055 0.111 -0.085 0.313
C -0.84567 0.98648 -7.34184 -0.188 0.070 0.116 0.172
C -0.18576 0.06319 -6.60107 -0.093 -0.070 0.196 -0.055
F 0.93725 -0.44670 -7.10900 0.210 -0.104 -0.079 -0.349
C -0.61059 -0.34458 -5.31119 0.153 -0.082 0.069 0.379
C 0.10500 -1.27943 -4.52973 0.111 -0.075 0.143 0.701
C -0.09716 -1.45346 -3.12930 0.164 0.031 -0.189 -0.565
N -0.12891 -1.62331 -1.98665 0.184 -0.111 -0.891 -0.226
C 1.16294 -2.08902 -5.04985 -0.147 0.037 0.052 -0.111
N 1.99727 -2.79399 -5.42451 -0.078 0.106 0.088 -0.651
F -0.33276 1.30362 -8.53071 0.107 0.078 -0.257 -0.342
C -2.70035 2.60214 -7.67821 -0.149 0.195 -0.107 0.613
C -2.22427 3.06604 -8.94646 -0.147 -0.096 0.222 0.088
N -1.90961 3.48892 -9.97280 -0.009 -0.007 0.051 -0.666
C -3.92044 3.24018 -7.28180 0.226 -0.115 -0.128 0.068
N -4.90460 3.80001 -7.06124 0.080 -0.037 0.003 -0.625
O -2.50942 1.19464 -0.51346 -0.554 0.237 0.180 0.121
N -3.66917 1.13423 -1.00000 -0.157 -0.001 -0.320 -0.650
C -4.68968 0.81406 -0.20628 -0.258 -0.054 0.218 0.714
C -6.00026 0.73615 -0.78714 0.150 -0.012 0.057 0.049
N -7.07553 0.65279 -1.19621 0.158 0.037 0.044 -0.571
C -4.58769 0.56841 1.20868 0.201 0.131 -0.163 0.009
N -4.49791 0.39784 2.34766 0.001 0.037 -0.191 -0.528